# C17H22BCl4NO2

2 unconnected molecules or ions with the total composition C17H22BCl4NO2 at a distorted geometry (wB97M-V/def2-TZVPD, the OMol25 dataset).

Calculated values
HOMO	-7.689	eV
energy	-2731.92151	Ha
energy relative to the best compared isomer or geometry (same formula, charge and spin)	29.16	kJ/mol
molecular weight	425.0	g mol⁻¹
lowest unoccupied orbital energy	-2.2084	eV

Last columns: bonded neighbours and bond lengths (Å).
Cartesian coordinates (Å):
1 Cl 0.113 -4.495 0.043  B2 1.861
2 B -1.137 -3.187 0.479  Cl1 1.861, Cl3 1.872, Cl4 1.869, O5 1.495
3 Cl -2.562 -3.127 -0.733  B2 1.872
4 Cl -1.804 -3.452 2.205  B2 1.869
5 O -0.406 -1.884 0.436  B2 1.495, C6 1.299
6 C -0.383 -0.980 1.369  O5 1.299, C7 1.433, H14 1.098
7 C 0.860 -0.526 1.921  C6 1.433, C8 1.416, C13 1.419
8 C 0.847 0.426 2.969  C7 1.416, C9 1.391, H15 1.090
9 C 2.041 0.918 3.485  C8 1.391, C10 1.401, H16 1.086
10 C 3.259 0.446 2.980  C9 1.401, Cl11 1.710, C12 1.410
11 Cl 4.731 1.004 3.649  C10 1.710
12 C 3.289 -0.527 1.961  C10 1.410, C13 1.389, H17 1.086
13 C 2.100 -1.022 1.440  C7 1.419, C12 1.389, H18 1.094
14 H -1.304 -0.700 1.895  C6 1.098
15 H -0.121 0.759 3.344  C8 1.090
16 H 2.041 1.647 4.289  C9 1.086
17 H 4.245 -0.897 1.603  C12 1.086
18 H 2.092 -1.783 0.655  C13 1.094
19 C -0.704 3.412 -0.903  C20 1.532, C30 1.544, H31 1.097, H32 1.097
20 C -1.858 4.204 -0.280  C19 1.532, C21 1.542, H33 1.099, H34 1.097
21 C -3.038 3.375 0.264  C20 1.542, C22 1.516, H35 1.105, H36 1.104
22 C -2.844 1.872 0.310  C21 1.516, N23 1.370, C29 1.378
23 N -3.949 1.118 0.607  C22 1.370, C24 1.456, C28 1.452
24 C -5.231 1.785 0.778  N23 1.456, C25 1.521, H37 1.097, H38 1.110
25 C -6.287 0.898 1.420  C24 1.521, O26 1.438, H39 1.108, H40 1.097
26 O -6.258 -0.456 0.936  C25 1.438, C27 1.421
27 C -4.987 -1.053 1.144  O26 1.421, C28 1.519, H41 1.107, H42 1.095
28 C -3.897 -0.316 0.384  N23 1.452, C27 1.519, H43 1.105, H44 1.093
29 C -1.606 1.302 0.112  C22 1.378, C30 1.479, H45 1.081
30 C -0.389 2.100 -0.151  C19 1.544, C29 1.479, H46 1.099, H47 1.106
31 H -0.983 3.139 -1.928  C19 1.097
32 H 0.193 4.039 -0.982  C19 1.097
33 H -1.468 4.839 0.528  C20 1.099
34 H -2.254 4.886 -1.043  C20 1.097
35 H -3.278 3.758 1.273  C21 1.105
36 H -3.927 3.624 -0.343  C21 1.104
37 H -5.110 2.656 1.434  C24 1.097
38 H -5.630 2.148 -0.193  C24 1.110
39 H -6.133 0.920 2.517  C25 1.108
40 H -7.292 1.252 1.160  C25 1.097
41 H -4.712 -1.067 2.216  C27 1.107
42 H -5.070 -2.075 0.757  C27 1.095
43 H -3.960 -0.564 -0.691  C28 1.105
44 H -2.955 -0.741 0.740  C28 1.093
45 H -1.507 0.229 0.030  C29 1.081
46 H 0.293 1.490 -0.762  C30 1.099
47 H 0.161 2.331 0.780  C30 1.106